Entry 1:
The following is a DFT calculation (wB97M-V/def2-TZVPD) of a 11-piece molecular cluster, C23H68FO11PS10 overall in a non-equilibrium geometry.

Computed properties:
DFT total energy = -6167.4759 Ha
Gap between HOMO and LUMO = 8.781 eV
Net charge = 0
Strongest force on any atom = 4.1 eV/Å

Element x y z (Å)
C (4.757, -1.197, -0.166)
C (3.875, -0.141, 0.755)
C (3.017, 0.868, -0.212)
O (1.556, 0.783, -0.065)
P (0.969, -0.853, -0.165)
F (0.729, -1.336, 1.537)
H (5.368, -1.910, 0.550)
H (5.432, -0.533, -0.865)
H (4.108, -1.891, -0.851)
H (3.247, -0.665, 1.604)
H (4.683, 0.525, 1.328)
H (3.394, 0.775, -1.338)
H (3.317, 1.976, 0.112)
H (1.933, -1.756, -0.741)
C (-3.208, -0.943, 4.907)
S (-3.977, -0.961, 3.269)
O (-5.036, -2.022, 3.278)
C (-2.539, -1.634, 2.399)
H (-3.944, -0.588, 5.632)
H (-2.888, -1.952, 5.179)
H (-2.351, -0.266, 4.900)
H (-2.261, -2.599, 2.830)
H (-1.705, -0.933, 2.478)
H (-2.801, -1.769, 1.347)
C (0.927, 0.942, 8.067)
S (0.159, 0.925, 6.429)
O (-0.901, -0.137, 6.439)
C (1.596, 0.251, 5.560)
H (0.191, 1.297, 8.792)
H (1.247, -0.066, 8.340)
H (1.784, 1.619, 8.061)
H (1.874, -0.714, 5.990)
H (2.431, 0.952, 5.638)
H (1.334, 0.117, 4.508)
C (-1.615, -4.039, 6.396)
S (-1.962, -4.844, 7.979)
O (-0.645, -5.111, 8.647)
C (-2.537, -6.405, 7.268)
H (-1.202, -3.046, 6.594)
H (-0.889, -4.626, 5.829)
H (-2.542, -3.938, 5.827)
H (-1.753, -6.844, 6.646)
H (-3.434, -6.224, 6.670)
H (-2.779, -7.090, 8.084)
C (4.321, 1.380, -6.154)
S (4.786, 1.350, -4.406)
O (3.696, 0.638, -3.662)
C (4.566, 3.124, -4.128)
H (4.350, 0.357, -6.539)
H (3.311, 1.780, -6.266)
H (5.033, 1.995, -6.710)
H (3.541, 3.415, -4.366)
H (5.269, 3.681, -4.752)
H (4.769, 3.339, -3.076)
C (0.835, 4.040, -6.950)
S (2.053, 4.411, -8.236)
O (3.358, 3.807, -7.809)
C (2.140, 6.186, -7.901)
H (0.650, 2.964, -6.946)
H (1.219, 4.345, -5.973)
H (-0.097, 4.567, -7.167)
H (2.442, 6.356, -6.865)
H (1.163, 6.641, -8.086)
H (2.879, 6.631, -8.571)
C (-2.215, -5.030, 0.511)
S (-2.562, -5.835, 2.094)
O (-1.245, -6.103, 2.762)
C (-3.137, -7.396, 1.383)
H (-1.802, -4.038, 0.709)
H (-1.489, -5.618, -0.056)
H (-3.142, -4.929, -0.058)
H (-2.353, -7.835, 0.761)
H (-4.034, -7.216, 0.785)
H (-3.379, -8.082, 2.199)
C (-5.704, -4.124, 0.738)
S (-6.622, -5.681, 0.659)
O (-5.819, -6.637, -0.172)
C (-7.962, -5.050, -0.381)
H (-4.792, -4.287, 1.316)
H (-5.440, -3.794, -0.270)
H (-6.314, -3.365, 1.233)
H (-7.557, -4.663, -1.319)
H (-8.497, -4.260, 0.152)
H (-8.651, -5.871, -0.596)
C (-3.380, 6.050, -8.493)
S (-2.162, 6.420, -9.779)
O (-0.857, 5.817, -9.352)
C (-2.075, 8.196, -9.443)
H (-3.565, 4.974, -8.489)
H (-2.995, 6.355, -7.516)
H (-4.312, 6.577, -8.710)
H (-1.773, 8.366, -8.407)
H (-3.052, 8.651, -9.629)
H (-1.336, 8.641, -10.114)
C (-2.960, -0.122, 9.775)
S (-2.967, 1.593, 9.199)
O (-2.731, 2.471, 10.392)
C (-4.736, 1.653, 8.822)
H (-1.949, -0.374, 10.104)
H (-3.652, -0.237, 10.612)
H (-3.249, -0.783, 8.955)
H (-5.316, 1.426, 9.719)
H (-4.965, 0.932, 8.034)
H (-4.983, 2.659, 8.475)
C (9.771, 1.569, -6.584)
S (9.096, 3.093, -5.880)
O (8.162, 2.703, -4.773)
C (8.085, 3.526, -7.316)
H (10.414, 1.097, -5.837)
H (8.959, 0.887, -6.846)
H (10.362, 1.808, -7.471)
H (7.379, 2.721, -7.533)
H (8.733, 3.699, -8.179)
H (7.533, 4.441, -7.090)

Löwdin population analysis, charges in e, atoms 1 to 8: C -0.15; C -0.25; C -0.29; O -0.44; P 0.97; F -0.44; H 0.08; H 0.09


Entry 2:
The following is a DFT calculation (wB97M-V/def2-TZVPD) of a 11-piece molecular cluster, C23H68N24O18P overall in a non-equilibrium geometry.

Computed properties:
DFT total energy = -3926.8347 Ha
Gap between HOMO and LUMO = 7.186 eV
Net charge = +1
Strongest force on any atom = 6.9 eV/Å

Element x y z (Å)
C (-0.423, 5.125, 4.003)
C (0.507, 5.934, 2.977)
C (0.878, 5.101, 1.656)
O (-0.100, 4.077, 1.346)
C (0.370, 3.310, 0.236)
N (-0.662, 2.971, -0.772)
C (-0.631, 2.660, -2.170)
N (0.461, 2.563, -2.935)
C (0.223, 2.248, -4.394)
O (-0.152, 0.855, -4.593)
O (0.945, 0.150, -5.027)
C (1.861, 2.709, -2.525)
O (2.240, 1.662, -1.578)
C (3.517, 1.945, -0.991)
O (4.441, 0.847, -1.120)
C (5.427, 0.892, -0.046)
C (6.934, 0.670, -0.603)
O (7.007, 1.267, -1.913)
N (-1.932, 2.436, -2.753)
C (-2.843, 2.573, -1.653)
P (-4.719, 2.444, -1.550)
O (-5.220, 1.003, -1.710)
N (-2.009, 2.880, -0.521)
O (-2.699, 3.025, 0.622)
C (-2.938, 1.761, 1.308)
C (-1.644, 1.219, 2.115)
H (-1.424, 4.805, 3.551)
H (0.126, 4.199, 4.392)
H (-0.673, 5.839, 4.856)
H (1.472, 6.291, 3.484)
H (-0.085, 6.854, 2.628)
H (0.890, 5.828, 0.773)
H (1.901, 4.609, 1.779)
H (1.251, 3.895, -0.211)
H (0.807, 2.317, 0.620)
H (1.181, 2.387, -5.011)
H (-0.531, 2.973, -4.866)
H (1.172, 0.411, -5.951)
H (2.094, 3.761, -2.116)
H (2.582, 2.581, -3.410)
H (3.332, 2.165, 0.125)
H (4.006, 2.877, -1.440)
H (5.445, 1.912, 0.481)
H (5.134, 0.051, 0.678)
H (7.160, -0.441, -0.649)
H (7.655, 1.172, 0.136)
H (6.718, 2.198, -1.871)
H (-5.332, 3.342, -2.494)
H (-5.086, 2.916, -0.233)
H (-3.407, 0.947, 0.665)
H (-3.716, 1.992, 2.137)
H (-1.957, 0.339, 2.784)
H (-1.338, 2.068, 2.815)
H (-0.848, 0.956, 1.351)
C (3.488, -3.604, -5.284)
O (4.459, -4.313, -5.057)
N (2.409, -4.043, -5.980)
N (3.407, -2.318, -4.861)
H (1.603, -3.478, -6.176)
H (2.432, -4.993, -6.311)
H (4.189, -1.956, -4.341)
H (2.620, -1.719, -5.036)
C (-0.656, -1.779, 4.999)
O (-0.959, -0.804, 4.317)
N (-1.538, -2.405, 5.813)
N (0.594, -2.313, 4.996)
H (-1.310, -3.205, 6.380)
H (-2.475, -2.040, 5.842)
H (1.279, -1.875, 4.404)
H (0.863, -3.110, 5.549)
C (8.038, -4.546, -2.936)
O (9.009, -5.254, -2.708)
N (6.959, -4.983, -3.629)
N (7.958, -3.256, -2.512)
H (6.151, -4.416, -3.827)
H (6.980, -5.932, -3.960)
H (8.741, -2.895, -1.994)
H (7.172, -2.658, -2.688)
C (2.963, 0.914, -8.318)
O (2.385, 1.261, -7.292)
N (3.109, 1.735, -9.384)
N (3.504, -0.319, -8.470)
H (3.578, 1.472, -10.232)
H (2.719, 2.660, -9.308)
H (3.417, -0.958, -7.697)
H (3.981, -0.622, -9.300)
C (0.056, -6.147, 4.903)
O (0.242, -5.835, 6.079)
N (-0.201, -5.226, 3.946)
N (0.090, -7.425, 4.467)
H (-0.356, -5.448, 2.980)
H (-0.235, -4.265, 4.244)
H (0.278, -8.138, 5.152)
H (-0.061, -7.695, 3.509)
C (-8.816, 2.244, 0.553)
O (-9.542, 3.161, 0.205)
N (-7.788, 1.795, -0.213)
N (-8.972, 1.593, 1.734)
H (-7.177, 1.042, 0.052)
H (-7.642, 2.252, -1.096)
H (-9.724, 1.898, 2.330)
H (-8.386, 0.837, 2.038)
C (-2.288, -4.729, 8.716)
O (-2.915, -4.016, 7.940)
N (-1.480, -5.729, 8.295)
N (-2.352, -4.575, 10.064)
H (-0.958, -6.323, 8.912)
H (-1.407, -5.873, 7.299)
H (-2.943, -3.840, 10.415)
H (-1.848, -5.147, 10.716)
C (-4.503, 2.954, 4.746)
O (-3.740, 3.091, 3.796)
N (-5.825, 3.247, 4.670)
N (-4.089, 2.500, 5.953)
H (-6.466, 3.142, 5.436)
H (-6.170, 3.588, 3.788)
H (-3.113, 2.272, 6.048)
H (-4.696, 2.381, 6.744)
C (-0.902, 5.812, -5.620)
O (-0.594, 4.690, -6.001)
N (-2.032, 6.059, -4.911)
N (-0.140, 6.905, -5.875)
H (-2.303, 6.970, -4.590)
H (-2.624, 5.272, -4.704)
H (0.707, 6.761, -6.399)
H (-0.374, 7.832, -5.572)
C (-1.568, -8.337, 0.715)
O (-1.382, -8.032, 1.887)
N (-1.824, -7.417, -0.247)
N (-1.533, -9.620, 0.281)
H (-1.979, -7.646, -1.212)
H (-1.858, -6.452, 0.037)
H (-1.346, -10.332, 0.967)
H (-1.683, -9.891, -0.673)

Löwdin population analysis, charges in e, atoms 1 to 8: C -0.12; C -0.20; C -0.20; O -0.15; C -0.14; N 0.14; C -0.17; N 0.03


Entry 3:
The following is a DFT calculation (wB97M-V/def2-TZVPD) of a 9-piece molecular cluster, C23H68N4O10 overall in a non-equilibrium geometry.

Computed properties:
DFT total energy = -1888.1949 Ha
SMILES string = COC[C@H](C)N.COC[C@H](C)N.COC[C@H](C)N.COCCNCCOC.CO.CO.CO.CO.CO
ΔE to the lowest compared entry with this formula, charge and spin = 141.94 kcal per mole
Gap between HOMO and LUMO = 8.920 eV
Net charge = 0
Strongest force on any atom = 2.9 eV/Å

Element x y z (Å)
C (4.854, -0.439, 10.994)
O (5.654, 0.636, 11.558)
C (6.824, 0.328, 12.241)
C (7.069, 1.456, 13.212)
C (7.240, 2.852, 12.717)
N (8.251, 1.225, 14.051)
H (5.327, -0.871, 10.112)
H (4.005, 0.158, 10.664)
H (4.457, -1.127, 11.741)
H (6.623, -0.562, 12.837)
H (7.730, 0.290, 11.635)
H (6.239, 1.504, 13.917)
H (6.478, 3.073, 11.969)
H (8.208, 2.894, 12.218)
H (7.239, 3.594, 13.515)
H (8.052, 0.495, 14.720)
H (8.725, 2.048, 14.392)
C (7.258, 9.823, 12.923)
O (6.325, 10.781, 12.382)
C (5.738, 11.582, 13.399)
C (6.284, 13.006, 13.540)
C (6.372, 13.669, 12.163)
N (7.620, 13.079, 14.117)
H (7.728, 9.285, 12.099)
H (6.768, 9.060, 13.529)
H (8.076, 10.331, 13.432)
H (4.711, 11.688, 13.050)
H (5.611, 11.098, 14.368)
H (5.695, 13.675, 14.168)
H (7.094, 13.252, 11.462)
H (6.514, 14.736, 12.337)
H (5.352, 13.589, 11.786)
H (8.124, 13.923, 13.884)
H (8.158, 12.357, 13.660)
C (7.541, -6.577, 4.404)
O (8.707, -5.835, 4.166)
C (8.354, -4.525, 3.748)
C (7.835, -3.662, 4.931)
C (7.445, -2.243, 4.516)
N (8.665, -3.585, 6.114)
H (7.827, -7.529, 4.852)
H (6.853, -6.759, 3.578)
H (7.000, -6.035, 5.180)
H (9.311, -4.116, 3.423)
H (7.633, -4.428, 2.936)
H (6.970, -4.167, 5.360)
H (8.346, -1.810, 4.081)
H (7.198, -1.701, 5.429)
H (6.595, -2.273, 3.835)
H (9.359, -2.855, 6.036)
H (9.135, -4.478, 6.075)
C (0.574, -4.925, 24.144)
O (1.324, -5.645, 23.214)
C (2.717, -5.979, 23.495)
C (3.402, -6.814, 22.352)
N (3.821, -5.954, 21.200)
C (2.738, -5.609, 20.313)
C (3.060, -4.643, 19.215)
O (3.471, -3.378, 19.582)
C (3.298, -2.392, 18.525)
H (0.056, -4.116, 23.628)
H (1.129, -4.440, 24.947)
H (-0.090, -5.578, 24.710)
H (2.710, -6.575, 24.407)
H (3.328, -5.077, 23.481)
H (2.716, -7.597, 22.028)
H (4.326, -7.190, 22.790)
H (4.255, -5.127, 21.585)
H (1.920, -5.121, 20.844)
H (2.284, -6.476, 19.832)
H (2.129, -4.536, 18.658)
H (3.870, -5.055, 18.614)
H (2.236, -2.190, 18.383)
H (3.884, -2.689, 17.656)
H (3.854, -1.511, 18.844)
C (11.492, 0.473, 8.183)
O (12.392, -0.153, 7.267)
H (12.077, 1.183, 8.767)
H (10.777, 1.047, 7.593)
H (10.823, -0.188, 8.735)
H (13.041, 0.427, 6.863)
C (-0.802, -2.593, 12.792)
O (-1.427, -3.711, 12.209)
H (-0.016, -2.235, 12.127)
H (-1.542, -1.793, 12.761)
H (-0.418, -2.901, 13.765)
H (-2.075, -4.074, 12.817)
C (2.702, -3.930, 4.881)
O (1.495, -4.528, 5.314)
H (2.543, -3.676, 3.832)
H (2.910, -3.122, 5.581)
H (3.491, -4.681, 4.837)
H (1.263, -4.053, 6.115)
C (8.334, 1.844, 19.975)
O (9.602, 2.455, 19.776)
H (7.717, 2.582, 20.487)
H (7.873, 1.553, 19.032)
H (8.375, 0.956, 20.606)
H (10.282, 1.811, 19.984)
C (5.314, 4.340, 7.644)
O (5.314, 5.437, 6.843)
H (4.483, 4.394, 8.348)
H (5.324, 3.375, 7.139)
H (6.215, 4.420, 8.253)
H (5.135, 6.176, 7.429)

Löwdin population analysis, charges in e, atoms 1 to 8: C -0.07; O -0.20; C -0.22; C -0.47; C -0.07; N 0.02; H 0.09; H 0.08


Entry 4:
The following is a DFT calculation (wB97M-V/def2-TZVPD) of a 11-piece molecular cluster, C23H68N8O11 overall in a non-equilibrium geometry.

Computed properties:
DFT total energy = -2182.4351 Ha
SMILES string = NC(N)=O.NC(N)=O.NC(N)=O.NC(N)=O.CC(C)O.CC(C)O.CC(C)O.CC(C)O.CC(C)O.CC(C)O.CO
ΔE to the lowest compared entry with this formula, charge and spin = 290.81 kcal per mole
Gap between HOMO and LUMO = 8.877 eV
Net charge = 0
Strongest force on any atom = 12.8 eV/Å

Element x y z (Å)
N (9.786, -7.271, 17.370)
C (9.038, -6.414, 16.936)
N (7.816, -6.874, 16.704)
O (9.392, -5.125, 16.981)
H (10.828, -7.094, 17.677)
H (9.404, -8.203, 17.664)
H (7.131, -6.230, 16.374)
H (7.562, -7.873, 16.631)
N (6.827, -9.334, 16.503)
C (7.791, -9.953, 17.033)
N (8.266, -9.460, 18.111)
O (8.350, -11.016, 16.390)
H (6.270, -9.764, 15.736)
H (6.236, -8.898, 17.199)
H (8.979, -10.017, 18.653)
H (7.843, -8.666, 18.701)
N (10.788, -4.287, 19.193)
C (10.162, -3.620, 20.169)
N (11.035, -3.427, 21.093)
O (8.906, -3.104, 20.169)
H (10.308, -4.372, 18.262)
H (11.741, -4.543, 19.326)
H (10.748, -2.744, 21.824)
H (12.044, -3.674, 21.117)
N (13.278, -7.712, 19.789)
C (12.979, -7.571, 18.538)
N (12.077, -6.612, 18.258)
O (13.495, -8.376, 17.505)
H (13.848, -8.526, 20.062)
H (12.715, -7.337, 20.565)
H (12.124, -6.272, 17.293)
H (11.463, -6.158, 18.917)
C (11.905, -3.671, 16.252)
C (12.158, -4.678, 15.129)
C (13.398, -4.276, 14.290)
O (12.181, -5.832, 15.621)
H (12.072, -2.679, 15.862)
H (12.459, -3.831, 17.149)
H (10.864, -3.627, 16.311)
H (11.232, -4.679, 14.521)
H (13.582, -5.122, 13.610)
H (14.212, -4.318, 14.979)
H (13.396, -3.311, 13.698)
H (11.460, -6.344, 15.205)
C (10.730, -1.961, 12.970)
C (9.208, -2.299, 12.953)
C (8.733, -2.865, 14.289)
O (8.392, -1.442, 12.544)
H (11.397, -2.785, 13.160)
H (11.026, -1.340, 13.787)
H (11.049, -1.495, 12.037)
H (8.992, -3.170, 12.457)
H (8.772, -2.268, 15.227)
H (9.218, -3.773, 14.516)
H (7.757, -3.117, 14.218)
H (7.589, -1.903, 12.356)
C (7.088, -6.129, 13.554)
C (6.017, -7.218, 13.660)
C (4.991, -6.930, 14.731)
O (5.429, -7.385, 12.604)
H (6.579, -5.181, 13.613)
H (7.708, -6.218, 12.617)
H (7.748, -6.226, 14.380)
H (6.324, -8.182, 14.055)
H (4.220, -7.717, 14.750)
H (4.548, -5.928, 14.537)
H (5.537, -7.078, 15.610)
H (5.904, -7.973, 11.969)
C (6.158, -4.784, 18.198)
C (6.174, -3.812, 17.064)
C (6.909, -2.555, 17.602)
O (6.727, -4.280, 16.090)
H (5.789, -4.298, 19.058)
H (7.187, -5.005, 18.474)
H (5.699, -5.722, 18.010)
H (5.191, -3.543, 16.735)
H (7.172, -1.935, 16.745)
H (7.788, -2.883, 18.065)
H (6.371, -1.885, 18.297)
H (7.569, -4.435, 16.403)
C (11.208, -10.838, 18.369)
C (10.704, -11.101, 19.779)
C (11.390, -10.014, 20.619)
O (9.435, -11.067, 19.972)
H (12.269, -10.768, 18.438)
H (10.853, -9.965, 17.862)
H (10.939, -11.640, 17.680)
H (11.121, -12.096, 20.125)
H (10.974, -9.014, 20.358)
H (12.426, -10.070, 20.778)
H (11.032, -10.252, 21.599)
H (9.331, -11.414, 20.889)
C (10.952, -9.369, 15.247)
C (10.425, -8.448, 14.226)
C (9.085, -8.926, 13.669)
O (10.334, -7.253, 14.559)
H (11.679, -8.818, 15.856)
H (11.396, -10.213, 14.806)
H (10.182, -9.463, 15.907)
H (11.104, -8.503, 13.391)
H (8.805, -8.261, 12.760)
H (8.449, -8.996, 14.468)
H (9.165, -9.860, 13.271)
H (9.997, -7.358, 15.471)
C (8.774, -6.868, 20.267)
O (7.666, -7.269, 19.519)
H (9.376, -7.763, 20.484)
H (8.452, -6.436, 21.233)
H (9.340, -6.141, 19.762)
H (7.711, -6.942, 18.642)

Löwdin population analysis, charges in e, atoms 1 to 8: N 0.18; C -0.66; N 0.18; O -0.06; H 0.08; H 0.10; H 0.06; H 0.06


| no. | HOMO level (eV) |
| --- | --- |
| 1 | -8.51 |
| 2 | -10.40 |
| 3 | -8.66 |
| 4 | -9.02 |